Computed, not measured: a cluster of 8 separate species, C27H46Br16N3O6P2 in total at a distorted geometry, with ωB97M-V/def2-TZVPD.

Structure (XYZ):
```
100
C27H46Br16N3O6P2, DFT ωB97M-V/def2-TZVPD
C 0.081 -2.561 5.609
C 1.125 -2.077 4.613
O 2.295 -2.300 4.776
N 0.767 -1.332 3.424
C -0.694 -1.206 3.192
C 1.384 -0.066 3.353
C 2.166 0.219 2.209
C 2.399 -0.816 1.121
O 2.358 -1.986 1.341
O 2.715 -0.377 -0.129
P 1.409 0.408 -0.943
C 1.997 2.243 -0.987
O -0.003 0.429 -0.009
C 2.732 1.491 2.107
C 2.550 2.446 3.070
P 3.265 4.140 2.901
O 2.924 4.774 1.618
N 1.828 2.123 4.163
C 1.263 0.925 4.313
O 0.541 0.728 5.472
C 1.339 0.402 6.488
N 1.915 -0.191 7.287
H -0.248 -1.689 6.181
H -0.817 -2.977 5.132
H 0.531 -3.336 6.223
H -1.201 -0.721 4.036
H -0.827 -0.518 2.350
H -1.166 -2.157 2.954
H 1.576 2.809 -0.148
H 1.766 2.687 -1.945
H 3.087 2.172 -0.939
H -0.273 -0.487 0.156
H 3.323 1.746 1.233
H 2.752 4.915 3.973
H 4.649 3.967 3.110
H 1.710 2.820 4.895
Br 2.722 0.690 -3.157
C 4.388 1.378 -3.945
C 5.209 0.274 -4.542
Br 6.112 -0.756 -3.153
H 4.911 1.918 -3.159
H 4.072 2.080 -4.713
H 6.008 0.685 -5.166
H 4.621 -0.429 -5.125
Br 3.699 3.962 -6.719
C 5.445 4.487 -7.400
C 6.241 3.309 -7.888
Br 7.017 2.269 -6.426
H 5.942 5.036 -6.606
H 5.230 5.161 -8.226
H 7.098 3.648 -8.468
H 5.654 2.617 -8.484
Br -3.210 -3.776 6.543
C -4.519 -4.404 5.246
C -4.073 -4.109 3.844
Br -4.322 -2.224 3.408
H -5.465 -3.941 5.500
H -4.590 -5.477 5.408
H -4.683 -4.651 3.124
H -3.027 -4.340 3.672
Br -7.561 -3.126 -1.259
C -7.340 -2.203 0.440
C -6.790 -0.818 0.231
Br -4.882 -0.866 -0.170
H -6.703 -2.824 1.062
H -8.335 -2.156 0.876
H -6.877 -0.227 1.140
H -7.272 -0.291 -0.587
Br 10.169 2.476 -9.112
C 10.179 1.049 -7.787
C 11.183 -0.018 -8.133
Br 10.540 -1.162 -9.568
H 9.165 0.672 -7.722
H 10.444 1.533 -6.849
H 11.338 -0.681 -7.284
H 12.137 0.387 -8.454
Br -4.760 4.090 -1.602
C -3.676 2.544 -1.133
C -2.352 2.948 -0.546
Br -1.125 3.562 -1.922
H -3.569 1.946 -2.033
H -4.264 1.995 -0.401
H -1.861 2.089 -0.090
H -2.434 3.747 0.185
Br -5.606 -2.172 -5.752
C -5.419 -1.286 -4.031
C -4.884 0.113 -4.171
Br -2.967 0.117 -4.509
H -4.790 -1.921 -3.415
H -6.424 -1.264 -3.615
H -5.006 0.653 -3.233
H -5.349 0.675 -4.974
Br -7.795 -5.569 6.213
C -8.223 -4.375 7.693
C -8.647 -3.017 7.202
Br -7.116 -1.966 6.612
H -7.348 -4.340 8.334
H -9.039 -4.862 8.222
H -9.094 -2.442 8.010
H -9.340 -3.063 6.368
```

Summary:
HOMO-LUMO gap: 5.24 eV
LUMO level: -5.394 eV
Charge: +1
HOMO: -10.64 eV

Löwdin atomic charge list, values in e, 8 entries: C 0.00; C -0.44; O 0.13; N -0.02; C -0.03; C -0.07; C 0.04; C -0.49


Computed, not measured: a structure of composition C22H43N4O6SSiTi, with ωB97M-V/def2-TZVPD.

Structure (XYZ):
```
78
C22H43N4O6SSiTi, DFT ωB97M-V/def2-TZVPD
Ti 0.573 -0.304 -0.245
C 1.732 -1.535 3.328
C 0.594 -0.907 2.593
O 0.792 0.067 1.802
N -0.620 -1.394 2.758
C -1.791 -0.889 2.049
C -2.077 -1.694 0.796
C -3.282 -2.347 0.642
C -3.490 -3.142 -0.476
C -2.466 -3.269 -1.398
C -1.298 -2.566 -1.195
N -1.102 -1.767 -0.132
H 2.429 -0.762 3.646
H 2.274 -2.162 2.613
H 1.411 -2.132 4.177
H -0.744 -2.190 3.365
H -1.635 0.166 1.826
H -2.649 -0.943 2.715
H -4.048 -2.249 1.401
H -4.427 -3.664 -0.614
H -2.572 -3.903 -2.267
H -0.477 -2.633 -1.898
C -0.965 1.188 -4.590
O -0.510 2.074 -3.529
C -0.218 1.546 -2.385
O -0.317 0.337 -2.104
N 0.221 2.438 -1.478
N 0.614 1.930 -0.239
H -1.129 1.834 -5.444
H -1.889 0.700 -4.292
H -0.198 0.449 -4.806
H 0.343 3.413 -1.705
H 0.054 2.334 0.507
H 1.590 2.165 -0.046
C 5.224 -3.618 0.564
C 5.529 -2.453 1.491
C 5.297 -2.838 2.942
C 6.946 -1.935 1.300
O 4.581 -1.363 1.235
Si 4.186 -0.594 -0.120
S 2.310 -1.473 -0.903
O 3.719 0.933 0.184
C 4.243 1.900 1.150
C 5.765 1.896 1.125
C 3.729 1.533 2.537
C 3.714 3.256 0.715
O 5.265 -0.845 -1.278
C 5.612 -0.312 -2.585
C 6.587 -1.315 -3.179
C 6.272 1.046 -2.402
C 4.364 -0.187 -3.446
H 5.870 -4.460 0.813
H 5.401 -3.346 -0.477
H 4.187 -3.938 0.680
H 6.008 -3.613 3.231
H 4.290 -3.234 3.090
H 5.445 -1.976 3.594
H 7.654 -2.733 1.527
H 7.145 -1.105 1.981
H 7.111 -1.608 0.274
H 6.145 0.910 1.397
H 6.151 2.618 1.843
H 6.140 2.158 0.138
H 4.137 0.568 2.844
H 2.640 1.472 2.534
H 4.038 2.289 3.260
H 4.055 3.500 -0.292
H 4.056 4.033 1.398
H 2.619 3.265 0.728
H 7.461 -1.417 -2.535
H 6.919 -0.979 -4.161
H 6.113 -2.291 -3.285
H 7.127 0.966 -1.731
H 5.560 1.767 -1.996
H 6.624 1.417 -3.365
H 3.870 -1.152 -3.563
H 4.649 0.181 -4.432
H 3.661 0.525 -3.004
```

Summary:
2S+1: 2
HOMO-LUMO gap (alpha / beta): 8.47 / 8.86 eV
LUMO level (alpha / beta): -6.017 / -5.849 eV
Charge: +2
HOMO (alpha / beta): -14.48 / -14.71 eV

Löwdin atomic charge list, values in e, 8 entries: Ti 0.76; C 0.06; C -0.45; O -0.13; N 0.13; C -0.07; C -0.23; C 0.01